(1)
A molecular structure, C42H45N7O7SSbSnTe in a non-equilibrium geometry. Source: the Open Molecules 2025 dataset; level of theory: ωB97M-V/def2-TZVPD.

Output
Gap between HOMO and LUMO ... 0.248 Eh
Electronic energy ... -99540.408 eV
Total charge ... +1
LUMO energy ... -2.71 eV
Energy above the lowest of the compared OMol25 structures with the same formula, charge and spin ... 29.6 kJ/mol
Largest force on an atom ... 1.10 eV Å⁻¹

Each line ends with the Mulliken charge.
Geometry (Å):
Te 2.160 -1.887 -2.724  0.6212
Sb -0.099 -2.269 2.615  1.2354
Sn 0.204 0.050 -0.555  1.6888
S 3.990 3.091 -1.940  -0.1958
O -2.225 -0.204 1.039  -0.3330
O -4.209 -0.996 1.565  -0.5133
O 4.036 -0.307 1.404  -0.7543
O -1.716 -1.417 -5.023  -0.4652
O 2.110 -0.825 0.400  0.6084
O -0.444 -0.561 -3.386  -0.4863
O -4.128 6.672 -0.420  -0.3794
N -2.528 -0.917 -1.612  0.9360
N -2.989 4.152 -0.605  0.2597
N -1.369 2.291 -0.706  -0.6980
N 0.875 1.199 1.548  0.8653
N 4.234 0.455 -1.411  -0.2217
N 2.098 1.461 -1.462  0.3442
N 1.498 2.683 -1.701  -0.3910
C -1.380 -5.428 5.397  -0.7522
C 2.104 0.919 1.980  0.1772
C 0.642 2.792 3.298  -1.0092
C -2.156 -4.763 6.341  -0.4711
C -1.119 -3.411 1.093  -0.1541
C 0.155 2.114 2.197  -0.9106
C -3.249 -0.711 0.672  0.1707
C -3.444 6.301 -1.603  -0.6183
C -3.613 4.573 0.653  -0.4317
C 1.786 -3.267 2.728  0.4686
C -3.554 -1.033 -0.785  0.9887
C 2.334 3.619 -1.961  0.2242
C 3.405 1.516 -1.548  0.1172
C -3.161 -4.503 0.370  -1.0190
C -2.338 -3.394 6.245  -0.5432
C -3.545 6.086 0.729  -0.6500
C 2.372 -4.003 1.702  -0.1788
C -2.719 -1.170 -2.899  0.2129
C -5.021 -1.647 -2.567  -0.9858
C -1.747 -2.687 5.201  -0.5015
C -3.512 4.801 -1.810  -0.5588
C 2.677 1.562 3.064  -0.8523
C 2.836 -0.167 1.224  -0.1315
C 1.945 5.041 -2.209  -0.4648
C 2.202 5.931 -0.991  -1.0576
C -2.646 -4.648 -0.914  -0.5510
C -0.791 -4.723 4.359  -0.0133
C -2.140 3.149 -0.661  -0.0041
C 3.611 -3.156 -1.826  -1.1033
C -1.373 -4.175 -1.195  -0.8353
C -3.944 -1.546 -3.431  -0.5741
C 1.225 -3.498 -3.761  -1.0730
C 3.646 -4.533 1.854  -0.5276
C 4.353 -4.324 3.029  -0.6002
C -0.972 -3.343 4.250  -0.1025
C -1.496 -1.004 -3.772  -0.2156
C 1.930 2.515 3.735  -0.5339
C -0.623 -3.549 -0.204  1.0455
C 2.503 -3.065 3.906  -0.8031
C -2.403 -3.894 1.363  -0.6941
C 3.780 -3.591 4.057  -0.6150
C -4.826 -1.384 -1.223  -1.3629
H -2.501 6.409 0.826  0.3179
H -4.878 -1.586 1.196  0.3221
H -4.552 4.496 -1.956  0.2907
H -0.958 -4.303 -2.186  0.3144
H -3.090 4.111 1.489  0.3651
H 1.600 5.603 -0.144  0.2550
H -2.923 4.491 -2.672  0.4239
H -4.657 4.248 0.662  0.2727
H -2.396 6.623 -1.546  0.3019
H -3.226 -5.143 -1.682  0.4782
H -5.669 -1.439 -0.546  0.4953
H -4.146 -4.889 0.604  0.4631
H -0.180 -5.250 3.634  0.3627
H -4.044 -1.745 -4.488  0.6062
H 0.884 5.033 -2.459  0.1545
H -0.899 -1.270 -5.532  0.4348
H 1.838 -4.175 0.776  0.2619
H -2.808 -3.821 2.366  0.5289
H 3.934 -2.699 -0.891  0.1669
H 3.920 -0.248 -0.747  -0.1897
H -1.230 -6.498 5.475  0.4004
H 2.341 3.032 4.592  0.4834
H 3.683 1.293 3.352  0.6108
H 5.211 0.672 -1.284  0.3125
H 1.313 -4.391 -3.147  0.3799
H 3.144 -4.114 -1.606  0.3809
H -0.843 2.290 1.817  0.5981
H 4.455 -3.295 -2.494  0.5501
H 1.705 -3.662 -4.721  0.4455
H 3.250 5.899 -0.692  0.3694
H -1.896 -1.616 5.134  0.3315
H 5.351 -4.728 3.142  0.3847
H 2.489 5.421 -3.075  0.3436
H -5.998 -1.926 -2.936  0.4770
H -2.935 -2.872 6.981  0.3904
H 4.325 -3.429 4.978  0.4127
H 0.171 -3.275 -3.915  0.1668
H -2.615 -5.315 7.150  0.3807
H 1.950 6.967 -1.214  0.3664
H -4.110 6.447 1.587  0.3600
H 2.065 -2.502 4.724  0.3879
H 0.362 -3.169 -0.461  -0.0718
H 0.021 3.516 3.807  0.5097
H 4.089 -5.111 1.052  0.4187
H -3.931 6.821 -2.426  0.3574

***

(2)
A molecular structure, C42H46AsFN6NiO3. Source: the Open Molecules 2025 dataset; level of theory: ωB97M-V/def2-TZVPD.

Output
Gap between HOMO and LUMO ... 0.269 Eh
Electronic energy ... -163971.637 eV
Total charge ... +2
LUMO energy ... -4.89 eV
Largest force on an atom ... 0.90 eV Å⁻¹

Each line ends with the Mulliken charge.
Geometry (Å):
As 1.851 1.525 1.761  0.2128
Ni -0.935 -1.764 2.532  0.3471
F 1.721 -1.503 -3.546  -0.3987
O -4.062 0.657 2.085  -0.7176
O -2.662 -0.990 2.608  -0.3406
O -0.610 -1.369 0.761  -0.7820
N 0.546 0.414 -5.204  0.4660
N 1.061 -0.691 4.945  -0.2064
N -1.282 -2.251 4.372  0.4350
N 2.040 1.238 -7.416  -0.0497
N -2.736 1.110 -1.687  0.2045
N -1.115 -3.842 2.292  0.1729
C -1.370 -0.664 0.017  0.4119
C -1.114 -1.516 5.476  0.3719
C -2.637 -2.913 6.682  -0.9255
C -2.970 -5.193 2.951  -0.9814
C 0.039 1.390 2.537  -0.1511
C 0.277 -4.342 0.361  -0.7818
C -0.002 0.088 -3.963  -1.1437
C 3.402 -0.174 4.560  -1.5570
C 0.599 -0.883 -3.125  0.2413
C 1.382 -0.113 -7.450  -1.0663
C 1.903 4.125 -0.923  -0.3236
C 4.074 3.160 -2.348  -0.8848
C -2.526 0.008 0.439  0.0950
C -1.621 0.451 -2.181  0.2739
C 1.310 1.803 -0.139  0.6536
C -0.927 -4.605 1.213  0.8727
C 0.066 1.576 -5.917  -0.6642
C -1.792 -1.822 6.648  -0.8334
C 2.713 5.001 -1.632  -0.7917
C -2.819 -5.951 1.799  -0.6033
C -3.147 0.861 -0.440  0.1263
C 0.577 1.759 6.161  -0.8769
C 2.292 -0.395 1.634  -0.4478
C 2.163 2.757 -0.917  -0.1638
C -0.130 -0.402 5.476  0.9625
C -1.133 0.716 -3.473  -0.5678
C -2.084 -4.157 3.173  0.6608
C -3.431 2.154 -2.463  -1.1017
C -0.429 0.803 6.090  -0.7844
C -1.778 -5.672 0.937  -0.8346
C -2.077 -3.337 4.408  0.8147
C -0.973 -0.477 -1.363  0.7569
C -2.682 3.476 -2.440  -0.9337
C -3.141 -0.088 1.817  -0.0772
C -2.766 -3.699 5.550  -0.8151
C 1.228 2.257 -6.621  -1.0254
C 3.258 2.287 -1.641  -0.1290
C 1.204 -0.606 -6.028  -0.4588
C 3.803 4.521 -2.347  -0.4652
C 2.038 0.211 5.055  0.8215
C 0.137 -1.164 -1.882  -0.5657
C 1.822 1.456 5.650  -0.4388
H -0.272 0.379 2.839  -0.7302
H -0.711 1.785 1.851  0.5038
H 0.887 3.024 -7.313  0.4174
H 2.501 6.062 -1.617  0.4251
H 1.344 0.826 -0.615  -0.6673
H 1.062 4.511 -0.358  0.4122
H -3.209 4.211 -3.046  0.4145
H -1.622 -1.216 7.527  0.5519
H -0.320 2.313 -5.214  0.4635
H 2.026 -0.788 -8.010  0.4411
H -3.500 -6.765 1.590  0.4615
H 3.374 -0.520 1.611  0.5988
H -1.663 3.379 -2.818  0.2517
H 0.637 -3.327 0.497  -0.2430
H -4.016 1.400 -0.083  0.5456
H 4.120 -0.141 5.380  0.5289
H 4.934 2.778 -2.884  0.4536
H -3.766 -5.406 3.647  0.4208
H 3.386 -1.183 4.156  0.3029
H 1.855 -0.839 0.743  0.0072
H 0.388 2.720 6.620  0.4250
H 2.178 -0.871 -5.620  0.4240
H 1.911 -0.906 2.518  -0.1877
H 2.965 1.142 -6.995  0.3950
H 0.447 0.006 -7.994  0.3888
H -1.416 0.991 6.489  0.5654
H -1.609 -6.276 0.057  0.4733
H -4.415 2.266 -2.013  0.5026
H 0.061 -4.519 -0.693  0.3694
H 0.014 1.995 3.440  0.4590
H 0.271 2.139 -0.127  0.3314
H -3.376 -4.588 5.565  0.3917
H 2.636 2.167 5.712  0.4231
H 3.482 1.224 -1.636  0.4361
H 1.074 -5.029 0.653  0.4242
H 3.755 0.520 3.795  0.2436
H 4.444 5.206 -2.885  0.4460
H 1.909 2.699 -5.897  0.4435
H 0.664 -1.881 -1.268  0.3728
H 0.616 -1.529 -6.074  0.3791
H -3.598 1.780 -3.473  0.4932
H -3.163 -3.171 7.591  0.4547
H -2.623 3.860 -1.421  0.3532
H 2.195 1.577 -8.366  0.3809
H -1.665 1.424 -4.087  0.7656
H -0.748 1.350 -6.616  0.2736

***

> Number 1 is which compound?

C42H45N7O7SSbSnTe